--- a ---
A 4-piece molecular cluster, C3H13NO3 overall, computed with ωB97M-V with the def2-TZVPD basis set.

Results
Net charge = 0
SMILES string = C=NCC.O.O.O
Gap between HOMO and LUMO = 10.36 eV
HOMO level = -9.56 eV

```
20
C3H13NO3 | the OMol25 dataset | ωB97M-V with the def2-TZVPD basis set
O 0.58898 -2.53321 -0.70553
O 1.54371 1.00460 -2.00300
O -1.48112 2.67228 -2.72027
N -0.71472 -1.17179 1.48688
C -1.84059 -0.63599 1.70002
C 0.59165 -0.67605 1.92520
C 0.81655 0.88332 1.61597
H 1.56198 1.20973 2.41124
H 2.13626 0.82592 -2.83774
H 0.00866 1.42883 2.05676
H 0.74700 -3.39133 -0.46318
H -1.93257 2.92598 -3.52539
H -2.64654 -1.09184 0.98304
H 1.00544 1.21468 0.60352
H 0.97303 -0.69385 2.89868
H 1.55794 0.24846 -1.45455
H -0.62780 2.34798 -2.94571
H -1.82320 -0.03288 2.53401
H 1.33589 -1.11715 1.20366
H 0.08871 -2.24895 0.11088
```

--- b ---
A 4-piece molecular cluster, C3H13NO3 overall, computed with ωB97M-V with the def2-TZVPD basis set.

Results
Net charge = 0
SMILES string = C=CCN.O.O.O
Gap between HOMO and LUMO = 10.47 eV
HOMO level = -9.85 eV

```
20
C3H13NO3 | the OMol25 dataset | ωB97M-V with the def2-TZVPD basis set
O -0.91665 0.37147 1.39521
O -0.87678 3.10442 -1.66662
O 0.70903 2.75999 1.21988
N -0.42391 -2.49154 1.11302
C -0.37190 -2.24142 -0.34831
C 1.01189 -1.84125 -0.77067
C 1.22610 -0.73858 -1.45798
H 0.47692 -0.24557 -2.07250
H -1.19425 -1.56778 -0.60137
H 1.79233 -2.54875 -0.50284
H -0.70191 -3.15387 -0.87325
H -0.40412 -0.39945 1.05977
H 1.47745 2.19785 1.35996
H -1.72026 -0.03417 1.75090
H 0.04877 2.07221 1.15398
H -0.51898 2.45533 -1.03253
H 2.24388 -0.51558 -1.75730
H -1.26715 -2.78626 1.56989
H 0.29549 -3.17264 1.31795
H -0.37719 3.87305 -1.36594
```

Winner for stability: b

--- a ---
A 4-piece molecular cluster, C3H13NO3 overall, computed with ωB97M-V with the def2-TZVPD basis set.

Results
Net charge = 0
SMILES string = C=NCC.O.O.O
Gap between HOMO and LUMO = 11.12 eV
HOMO level = -10.42 eV

```
20
C3H13NO3 | the OMol25 dataset | ωB97M-V with the def2-TZVPD basis set
O 0.81470 0.38947 -2.52400
O 0.22821 2.69777 2.71476
O 1.39396 2.53066 0.11236
N -0.87821 -1.19940 -0.70781
C -1.68801 -1.72946 -1.52441
C -0.94274 -1.70271 0.67517
C 0.43830 -2.22931 1.07516
H 0.34355 -2.43990 2.14338
H -0.58332 3.14111 2.49852
H 1.20768 -1.48837 0.87126
H 2.23788 2.78121 -0.26329
H 0.51454 1.29727 -2.37347
H -1.48399 -1.75060 -2.59791
H 1.10455 1.77831 -0.40606
H -1.19262 -0.82144 1.27585
H 0.74215 2.51734 1.91504
H -2.48678 -2.39668 -1.15642
H 0.16273 -0.04629 -1.94043
H 0.68248 -3.06909 0.43127
H -1.72976 -2.45170 0.79146
```

--- b ---
A 3-piece molecular cluster, C3H13NO3 overall, computed with ωB97M-V with the def2-TZVPD basis set.

Results
Net charge = 0
SMILES string = CNCCO.O.O
Gap between HOMO and LUMO = 9.39 eV
HOMO level = -8.84 eV

```
20
C3H13NO3 | the OMol25 dataset | ωB97M-V with the def2-TZVPD basis set
O 0.66086 -0.93853 3.15835
O 0.81415 -1.45860 -0.08328
O 2.10117 0.93433 -3.78271
N -1.67114 0.26882 0.04781
C 0.71275 -0.08635 -0.63813
C -2.82895 0.47621 1.01388
C -0.26233 0.82485 0.09481
H 0.19597 -1.46329 0.67402
H -0.00573 0.94600 1.19017
H 1.47694 -1.32489 3.48340
H 0.42273 -0.51336 4.00387
H -2.78462 -0.18417 1.91385
H -3.64609 0.23770 0.40527
H 1.42382 0.43337 -3.35876
H 0.01008 1.78094 -0.32898
H -1.80653 0.59068 -0.96065
H 1.69845 0.35982 -0.53696
H 2.79520 0.27996 -3.71235
H 0.47896 -0.15355 -1.72123
H -2.89941 1.54322 1.45148
```

Winner for stability: a

--- a ---
C3H4F2O as an isolated structure, computed with ωB97M-V with the def2-TZVPD basis set.

Results
Net charge = 0
Gap between HOMO and LUMO = 8.97 eV
HOMO level = -8.17 eV

```
10
C3H4F2O | the OMol25 dataset | ωB97M-V with the def2-TZVPD basis set
F 2.14839 -0.44888 -0.44273
F -0.62814 -1.64152 0.28849
O -1.79136 -0.15564 -0.79535
C 1.10238 0.39293 -0.52475
C -0.63375 -0.35266 -0.12024
C 0.29257 0.51849 0.71673
H -0.12654 1.36713 1.14903
H 1.31806 1.27258 -1.13920
H 0.61467 0.00599 1.52874
H -2.29629 -0.95842 -0.66074
```

--- b ---
One molecule with the formula C3H4F2O, computed with ωB97M-V with the def2-TZVPD basis set.

Results
Net charge = 0
SMILES string = OCC=C(F)F
Gap between HOMO and LUMO = 10.83 eV
HOMO level = -10.01 eV

```
10
C3H4F2O | the OMol25 dataset | ωB97M-V with the def2-TZVPD basis set
F 2.67940 -0.54429 -0.37285
F 1.72714 1.44225 -0.24166
O -1.80308 0.19901 -0.76446
C 0.39842 -0.49710 0.11428
C -0.88049 0.29833 0.33184
C 1.55218 0.10236 -0.17754
H -0.63936 1.35610 0.45854
H 0.38465 -1.56494 0.19734
H -1.39888 -0.03742 1.26681
H -2.01998 -0.75429 -0.81232
```

Winner for stability: b

--- a ---
A 2-piece molecular cluster, C2H8Cl2Si2 overall, computed with ωB97M-V with the def2-TZVPD basis set.

Results
Net charge = 0
Gap between HOMO and LUMO (alpha / beta) = 8.87 / 6.74 eV
HOMO level (alpha / beta) = -9.47 / -7.35 eV

```
14
C2H8Cl2Si2 | the OMol25 dataset | ωB97M-V with the def2-TZVPD basis set
Cl 0.21555 2.57015 -0.78379
Cl 2.75581 0.63213 -1.35058
Si 1.10384 0.77949 -0.21625
Si -0.55407 -0.93381 -0.17371
C 1.38668 1.07697 1.64106
C -2.26649 -1.04323 -0.91629
H -3.03705 -0.44441 -0.40626
H -2.49083 -2.02968 -0.78661
H 1.54172 -1.78534 -2.03280
H 2.08362 1.84562 1.61380
H 0.53586 1.71538 2.18769
H 1.49997 0.17238 2.26501
H -2.32208 -0.72297 -2.00505
H -0.45253 -1.83268 0.96377
```

--- b ---
A 2-piece molecular cluster, C2H8Cl2Si2 overall, computed with ωB97M-V with the def2-TZVPD basis set.

Results
Net charge = 0
Gap between HOMO and LUMO (alpha / beta) = 8.02 / 7.06 eV
HOMO level (alpha / beta) = -8.73 / -7.42 eV

```
14
C2H8Cl2Si2 | the OMol25 dataset | ωB97M-V with the def2-TZVPD basis set
Cl -2.41605 0.12271 -2.01373
Cl 0.17173 2.76986 0.99907
Si 1.69869 -1.15154 0.36069
Si -0.48209 -1.17677 -0.28965
C -0.67595 -0.04496 -1.93672
C -0.64882 1.47535 1.82263
H -1.62451 1.75432 2.07118
H -0.36272 -0.47550 -2.87462
H -0.09984 0.92659 2.56134
H -1.71229 -1.92801 -0.49728
H -0.14677 0.82872 -1.66651
H 2.60699 -1.53917 -0.66580
H 2.02753 0.27549 0.55475
H 1.66409 -1.83709 1.57464
```

Winner for stability: a